Record 1
DFT (ωB97M-V/def2-TZVPD) results for a single C2H5NOS molecule at a distorted geometry.

Structure (XYZ):
```
10
Properties=species:S:1:pos:R:3:lowdin_charge:R:1
C 0.52152 -0.60899 0.93521 -0.24
C -0.00301 -0.16718 -0.41354 -0.30
H 2.40840 -0.06277 1.20958 0.12
H -0.33249 -0.63883 1.69256 0.13
H 1.01061 -1.65976 0.78015 0.14
H 0.59177 -0.32182 -1.33585 0.10
H -2.83503 1.84654 -1.69390 -0.02
N -1.17528 0.45223 -0.42910 -0.36
O 1.51157 0.39768 1.36266 -0.12
S -1.69807 0.76290 -2.10777 0.56
```

Output
- frontier orbital gap (eV) = 9.498
- structure (SMILES) = OC/C=N/S
- energy (a.u.) = -607.29554
- energy relative to the best compared isomer or geometry (same formula, charge and spin) (kJ/mol) = 292.2
- net charge = 0

Record 2
DFT (ωB97M-V/def2-TZVPD) results for 2 unconnected molecules or ions with the total composition C8H16NO3S at a distorted geometry.

Structure (XYZ):
```
29
Properties=species:S:1:pos:R:3:lowdin_charge:R:1
C 1.70787 -1.08261 -1.98679 -0.14
C 0.34682 -0.36464 -1.53626 -0.15
C -0.87002 -1.59689 0.41334 0.09
C 2.68617 -0.88634 -0.87097 -0.26
C 1.36935 3.23999 0.44508 -0.04
C -1.10141 -0.13169 0.60040 -0.48
C -0.99819 0.45790 1.92555 0.01
C -3.33650 0.05820 0.05176 -0.05
N 0.15532 -0.58040 -0.15520 -0.18
O 1.60454 -1.70297 1.54289 -0.46
O 1.43601 2.08711 0.09057 -0.09
O -2.00962 0.47187 -0.29624 -0.10
S 1.82681 -0.49533 0.79190 1.10
H 1.59848 -2.22665 -1.98254 0.15
H 1.98187 -0.76214 -2.93042 0.09
H 0.38237 0.67462 -1.85654 0.13
H -0.50031 -0.79831 -2.02858 0.13
H -0.39573 -2.25344 1.12346 0.12
H -1.33031 -2.09541 -0.33699 0.11
H 3.46864 -1.62271 -0.79379 0.10
H 3.14235 0.09722 -0.93526 0.07
H 2.21198 3.81510 0.71862 0.09
H 0.35316 3.57622 0.55804 0.09
H -0.83448 1.56760 1.86224 0.11
H -0.06017 0.02576 2.40780 0.10
H -1.81294 0.49799 2.65540 0.11
H -3.18853 -0.81060 0.69523 0.09
H -3.96451 0.10690 -0.94003 0.15
H -3.86905 0.73362 0.76732 0.10
```

Output
- frontier orbital gap (eV) = 10.190
- energy (a.u.) = -992.68245
- energy relative to the best compared isomer or geometry (same formula, charge and spin) (kJ/mol) = 374.3
- net charge = +1

Record 3
DFT (ωB97M-V/def2-TZVPD) results for 2 unconnected molecules or ions with the total composition C2H3F2NOS at a distorted geometry.

Structure (XYZ):
```
10
Properties=species:S:1:pos:R:3:lowdin_charge:R:1
C 2.76107 0.18961 -0.08557 -0.43
C -1.21168 0.71531 -0.40366 -0.37
N 1.62192 0.26007 0.18801 0.23
O 3.90252 0.07752 -0.17590 0.16
F -2.45328 0.78308 -0.97330 -0.04
F -1.22118 1.64412 0.55283 -0.02
S -1.20159 -1.18238 0.80164 0.82
H -2.42215 -1.39914 0.35380 -0.11
H 0.74359 0.47655 -0.11104 -0.06
H -0.51923 -1.56474 -0.14682 -0.18
```

Output
- frontier orbital gap (eV) = 9.566
- energy (a.u.) = -805.80783
- energy relative to the best compared isomer or geometry (same formula, charge and spin) (kJ/mol) = 293.4
- net charge = 0

Record 4
DFT (ωB97M-V/def2-TZVPD) results for a molecular structure, C2H2NOS2 at a distorted geometry.

Structure (XYZ):
```
8
Properties=species:S:1:pos:R:3:lowdin_charge:R:1
C 1.42962 -0.01918 0.46337 -0.61
C 2.49710 0.96361 0.44803 -0.99
N 0.23472 -0.29221 0.95942 0.03
O 3.61824 1.09901 0.83403 -0.02
S 1.53794 1.79799 -0.72286 0.61
S 1.90557 -1.97962 -0.61306 -0.07
H -0.20457 0.39283 1.48419 0.08
H -0.16523 -1.01059 0.51764 -0.02
```

Output
- frontier orbital gap (eV) = 7.140
- energy (a.u.) = -1003.74562
- energy relative to the best compared isomer or geometry (same formula, charge and spin) (kJ/mol) = 276.1
- net charge = -1

Record 5
DFT (ωB97M-V/def2-TZVPD) results for 33 unconnected molecules or ions with the total composition C2H67O34 at a distorted geometry.

Structure (XYZ):
```
103
Properties=species:S:1:pos:R:3:lowdin_charge:R:1
C -7.51399 8.24255 3.46998 0.03
C -7.62101 7.24134 4.57056 -0.68
O -6.58872 6.86620 5.12872 -0.05
O -8.76122 6.78979 4.88696 -0.05
H -6.45915 8.33229 3.21041 0.06
H -7.80002 9.19823 3.90925 0.09
H -8.07277 8.04979 2.55417 0.07
O -7.86421 2.49662 7.24679 -0.05
H -8.55294 2.73382 6.62581 -0.01
H -8.21885 2.73836 8.10238 0.03
O -2.51612 4.40012 4.43012 -0.06
H -3.27897 4.92712 4.19232 -0.03
H -2.03122 4.94560 5.04944 0.02
O -7.54873 9.94497 7.67702 -0.04
H -7.09499 9.94872 6.83421 0.04
H -8.38148 10.38377 7.50320 -0.01
O -12.11953 3.67378 3.16845 -0.04
H -11.29570 3.90595 2.73993 0.03
H -11.88124 3.52884 4.08412 0.01
O -10.03145 7.96066 7.29671 -0.03
H -9.56080 7.47301 6.62075 0.03
H -9.44013 8.67545 7.53261 0.04
O -7.50008 12.52436 3.85559 -0.05
H -7.29976 13.10658 4.58847 0.05
H -6.92145 11.77231 3.98143 -0.02
O -9.51309 13.63492 2.06338 -0.06
H -9.05413 14.10841 1.36956 0.03
H -8.83140 13.42373 2.70129 -0.03
O -6.60220 4.38131 4.15833 -0.02
H -6.62523 5.32442 4.32029 -0.01
H -6.98048 3.99302 4.94723 0.05
O -5.20374 1.83867 2.81907 -0.06
H -5.13687 2.74843 3.10905 -0.01
H -6.11281 1.74358 2.53484 0.03
O -11.25370 6.40543 9.07939 -0.06
H -11.02181 7.01942 8.38263 -0.03
H -11.68381 6.94582 9.74212 0.02
O -11.29902 7.65913 3.51363 -0.04
H -10.38218 7.41150 3.63328 0.03
H -11.33565 8.02399 2.62946 0.03
O -3.55521 9.08150 2.83327 -0.03
H -3.54562 9.41732 1.93696 0.09
H -2.70987 8.64407 2.93471 0.08
O -6.20795 4.16913 1.40656 -0.08
H -6.12528 4.17807 2.36014 -0.04
H -7.07461 4.53859 1.23734 -0.03
O -5.45395 10.93852 3.99631 -0.03
H -4.73349 11.24420 4.54742 0.04
H -5.07587 10.22663 3.48008 0.01
O -11.73443 2.46013 6.35846 -0.05
H -11.92250 2.87206 7.20178 0.03
H -10.96876 2.92963 6.02749 -0.02
O -6.22524 7.54969 -0.22812 -0.02
H -5.99612 7.16118 -1.07239 0.07
H -5.46908 7.37163 0.33112 0.06
O -5.46984 8.08454 7.95004 -0.04
H -5.90918 7.82694 7.13958 0.02
H -5.88428 8.91181 8.19519 0.02
O -9.93284 4.64086 6.03485 -0.04
H -10.34247 5.18780 6.70514 0.04
H -9.37618 5.24294 5.54104 -0.01
O -4.61132 6.63992 10.06385 -0.08
H -4.85232 7.28538 9.39938 -0.04
H -5.01179 5.82438 9.76261 0.02
O -8.55002 5.43964 0.87313 -0.02
H -9.33400 5.09399 0.44637 0.06
H -8.34382 6.23759 0.38631 0.01
O -2.78456 10.50812 5.28070 -0.03
H -1.83588 10.63526 5.28926 0.06
H -2.95934 10.06124 4.45246 0.00
O -10.17533 8.76971 -2.19656 -0.07
H -9.56045 8.58597 -1.48636 -0.04
H -10.24434 7.94303 -2.67413 0.02
O -11.98879 8.99533 5.74833 -0.07
H -11.50817 8.63042 6.49135 -0.02
H -11.47818 8.73581 4.98142 -0.03
O -8.63103 8.67690 -0.01955 -0.04
H -7.76917 8.33589 -0.25858 -0.01
H -8.44729 9.37203 0.61232 0.06
O -4.95954 5.42018 7.04709 -0.04
H -4.31412 6.05722 6.74073 0.02
H -5.77578 5.68159 6.62088 0.00
O -2.07053 8.36010 6.93054 -0.06
H -2.45311 9.19829 6.67112 -0.02
H -1.95179 8.43332 7.87752 0.04
O -4.22645 6.43225 3.48163 -0.03
H -3.86146 7.26399 3.17961 -0.01
H -5.01342 6.67800 3.96797 0.00
O -10.25859 12.69782 5.55557 -0.03
H -9.72901 12.31548 4.85586 0.03
H -9.80358 13.50794 5.78557 0.05
O -11.95771 10.12755 2.52703 -0.04
H -12.18553 10.11359 3.45661 0.04
H -12.04748 11.04569 2.27170 0.06
O -13.26159 8.36824 0.69140 -0.06
H -12.70534 9.01874 1.11996 -0.02
H -14.02731 8.29460 1.26103 0.03
O -10.00254 11.29380 7.86962 -0.04
H -9.92512 11.67106 8.74592 0.06
H -10.37582 11.99673 7.33784 0.01
O -13.50532 5.81182 4.32612 -0.07
H -12.82624 6.48639 4.33278 -0.02
H -13.37359 5.34683 3.49988 0.00
```

Output
- frontier orbital gap (eV) = 8.289
- energy (a.u.) = -2674.70717
- net charge = -1

Record 6
DFT (ωB97M-V/def2-TZVPD) results for a molecular structure, C29H51NO34S6 at a distorted geometry.

Structure (XYZ):
```
121
Properties=species:S:1:pos:R:3:lowdin_charge:R:1
C 4.63920 0.76514 -2.34049 0.07
N 3.80175 -0.44885 -2.05270 -0.41
O 3.86188 -1.35799 -2.85336 0.07
O 3.06520 -0.41825 -1.07944 0.05
H 4.12447 1.63377 -1.94321 0.08
H 4.80012 0.72932 -3.40910 0.09
H 5.54916 0.63940 -1.75739 0.11
O -5.06336 -0.42574 -3.88134 0.12
C -5.08298 -1.45981 -3.29442 -0.50
O -5.74211 -2.56036 -3.72110 0.03
C -5.55472 -3.64281 -2.78909 -0.15
C -4.92597 -3.02538 -1.52173 -0.14
C -4.29209 -1.74428 -2.01917 -0.08
H -4.77949 -4.25785 -3.25832 0.10
H -6.40591 -4.27444 -2.55803 0.12
H -4.27699 -3.74469 -1.02645 0.12
H -5.77638 -2.80525 -0.86904 0.12
H -3.31837 -1.87498 -2.49348 0.09
H -4.38366 -0.91832 -1.32627 0.13
O -1.19470 4.94226 -0.25918 0.11
C -1.00509 4.83907 -1.43441 -0.49
O -1.01883 5.93813 -2.22689 0.04
C -1.08878 5.57615 -3.61299 -0.15
C -0.89715 4.07338 -3.70812 -0.14
C -0.77167 3.57289 -2.21916 -0.06
H -0.36268 6.13592 -4.20460 0.12
H -2.05721 5.88088 -4.01603 0.12
H -0.05748 3.72936 -4.29946 0.09
H -1.78728 3.56876 -4.07602 0.11
H 0.19548 3.09401 -2.16606 0.09
H -1.59595 2.88322 -2.06266 0.12
O -1.76486 -1.79854 1.26345 0.11
C -0.87996 -1.08140 0.86839 -0.47
O 0.00557 -0.60982 1.75764 0.02
C 0.86750 0.39604 1.18639 -0.12
C 0.20591 0.79720 -0.13621 -0.14
C -0.74227 -0.37039 -0.44797 -0.05
H 1.78980 -0.15375 0.99878 0.11
H 0.94678 1.21237 1.89685 0.11
H 0.99224 0.98868 -0.86849 0.09
H -0.26360 1.78087 -0.06591 0.09
H -0.26370 -1.00763 -1.20035 0.12
H -1.69682 -0.14466 -0.91155 0.10
O 2.25901 3.65229 6.82252 0.12
C 2.66123 2.82053 6.06745 -0.49
O 3.98954 2.72459 5.78719 0.00
C 4.27927 1.56389 4.97576 -0.13
C 2.92871 1.05693 4.43008 -0.13
C 1.88768 1.79495 5.25986 -0.06
H 4.71372 0.88408 5.70785 0.13
H 4.93907 1.80333 4.14711 0.12
H 2.84398 -0.02003 4.54335 0.11
H 2.84895 1.30062 3.37337 0.09
H 1.30811 1.20052 5.96597 0.13
H 1.16747 2.36748 4.67223 0.12
C -2.71992 2.63063 2.52072 -0.16
C -3.24403 4.02298 2.93008 -0.16
O -4.63404 3.88869 3.23031 -0.18
S -4.92381 2.34291 3.56181 0.60
O -6.23135 1.94889 3.21207 -0.20
O -4.42784 2.04836 4.86149 -0.22
O -3.88272 1.80212 2.47622 -0.19
H -2.02926 2.14317 3.20902 0.13
H -2.26261 2.70427 1.53536 0.12
H -3.06069 4.80206 2.19604 0.13
H -2.75109 4.34467 3.85259 0.13
C 1.00518 -0.43132 -4.26517 -0.14
C 0.88449 1.03089 -4.71746 -0.14
O -0.51391 1.31133 -4.63025 -0.21
S -1.44170 0.02955 -4.47698 0.59
O -2.21607 -0.14457 -5.64932 -0.20
O -2.10248 0.08019 -3.22947 -0.20
O -0.25988 -1.03963 -4.48035 -0.20
H 1.04526 -0.30910 -3.17088 0.11
H 1.89434 -0.96144 -4.57875 0.13
H 1.10772 1.14785 -5.78572 0.13
H 1.52038 1.74824 -4.20493 0.13
C 2.73084 -3.23209 2.08510 -0.13
C 3.13876 -4.71977 2.12720 -0.12
O 3.26802 -5.12450 0.75018 -0.19
S 3.45884 -3.88775 -0.22577 0.58
O 2.82181 -4.15845 -1.45469 -0.21
O 4.82605 -3.49006 -0.24204 -0.23
O 2.59391 -2.87519 0.68557 -0.21
H 3.42310 -2.54505 2.56048 0.13
H 1.71568 -3.18554 2.45862 0.10
H 2.33538 -5.34499 2.49459 0.12
H 4.11171 -4.87157 2.58805 0.13
C 3.11592 4.76239 2.78120 -0.14
C 3.27031 5.93317 1.84255 -0.15
O 3.23736 5.40438 0.50995 -0.17
S 2.74796 3.87442 0.50718 0.60
O 3.84852 2.99468 0.32308 -0.22
O 1.63991 3.78578 -0.36618 -0.21
O 2.28158 3.83608 2.03809 -0.20
H 2.47069 4.97461 3.63196 0.14
H 4.05187 4.29670 3.08758 0.13
H 4.14356 6.53528 2.09563 0.14
H 2.44324 6.64570 1.88419 0.14
C -1.52545 -4.18082 5.06144 -0.14
C -0.99314 -4.61079 3.68078 -0.13
O 0.42487 -4.75424 3.83075 -0.22
S 0.89686 -3.93047 5.12064 0.59
O 0.88977 -2.53586 4.84628 -0.22
O 2.05097 -4.51979 5.68030 -0.20
O -0.40409 -4.37376 5.94204 -0.18
H -2.36528 -4.78120 5.39544 0.13
H -1.83992 -3.13800 5.11353 0.13
H -1.17269 -3.89636 2.88426 0.12
H -1.45816 -5.54371 3.36101 0.13
C -0.87770 -4.02276 -5.92054 -0.17
C -2.36364 -3.83935 -5.74620 -0.14
O -2.62525 -4.31557 -4.40725 -0.19
S -1.29075 -4.29639 -3.53023 0.61
O -0.83611 -5.60776 -3.25036 -0.20
O -1.39398 -3.35604 -2.47250 -0.22
O -0.33354 -3.63549 -4.65994 -0.20
H -0.47085 -3.37590 -6.69220 0.14
H -0.68400 -5.08045 -6.12279 0.14
H -2.98724 -4.35721 -6.47295 0.14
H -2.69343 -2.79787 -5.81449 0.12
```

Output
- frontier orbital gap (eV) = 9.376
- energy (a.u.) = -6137.44345
- net charge = 0

Record 7
DFT (ωB97M-V/def2-TZVPD) results for 2 unconnected molecules or ions with the total composition CH7OPSi at a distorted geometry.

Structure (XYZ):
```
11
Properties=species:S:1:pos:R:3:lowdin_charge:R:1
C -0.53348 -0.33701 -2.07965 0.04
O -0.18739 -1.71361 2.19324 -0.31
Si -0.25019 -0.25305 1.41851 0.40
P 1.47201 1.23403 1.84626 0.53
H 0.42292 0.08573 -2.13937 -0.06
H -0.75825 -1.36325 -1.89859 -0.05
H -1.41012 0.36522 -2.12550 0.00
H 0.31834 -1.97609 2.91355 0.00
H -1.60924 0.27578 1.66864 -0.10
H 1.05942 1.65969 0.61492 -0.23
H 0.48802 2.03487 2.29018 -0.23
```

Output
- frontier orbital gap (alpha / beta) (eV) = 8.418 / 7.487
- energy (a.u.) = -748.25686
- energy relative to the best compared isomer or geometry (same formula, charge and spin) (kJ/mol) = 268.4
- net charge = 0

Record 8
DFT (ωB97M-V/def2-TZVPD) results for a molecular structure, C17H36Br3FIn.

Structure (XYZ):
```
58
Properties=species:S:1:pos:R:3:lowdin_charge:R:1
C -5.21114 0.15165 -2.92016 -0.13
C -4.73361 -1.14389 -2.26029 -0.28
C -3.34356 -1.57856 -2.73775 -0.23
C -2.61401 -2.53120 -1.77441 -0.21
C -1.36308 -1.93010 -1.14088 -0.21
C -0.13601 -1.97645 -2.05915 -0.20
C 1.17023 -1.55359 -1.37247 -0.19
C 1.87893 -0.28793 -1.89359 -0.20
C 1.06906 0.97434 -2.23628 -0.21
C 0.33835 1.76758 -1.13804 -0.20
C 1.21706 2.43723 -0.06391 -0.22
C 1.64894 1.48589 1.06351 -0.22
C 1.06512 1.86301 2.43149 -0.22
C 1.19794 0.79280 3.53221 -0.22
C 1.01526 -0.64728 3.03687 -0.37
C 1.11608 -1.75753 4.07835 -0.34
In 0.62137 -3.63875 3.04485 0.46
F -1.15135 -3.11904 2.15719 -0.58
H -6.29983 0.25593 -2.90343 0.06
H -4.88807 0.18879 -3.96581 0.07
H -4.78476 1.02675 -2.41895 0.07
H -5.45961 -1.94347 -2.44904 0.10
H -4.69922 -1.02084 -1.17194 0.11
H -3.45034 -2.03410 -3.73006 0.11
H -2.72644 -0.68035 -2.88973 0.10
H -3.29047 -2.84497 -0.97101 0.11
H -2.33223 -3.44848 -2.30472 0.10
H -1.13181 -2.45542 -0.20464 0.10
H -1.58247 -0.88326 -0.87729 0.11
H -0.31087 -1.36077 -2.95413 0.10
H -0.03900 -3.00829 -2.41816 0.11
H 0.98868 -1.47576 -0.30041 0.09
H 1.89310 -2.37117 -1.45885 0.11
H 2.41968 -0.56773 -2.80733 0.10
H 2.65857 -0.00684 -1.17263 0.10
H 0.34035 0.71748 -3.01651 0.09
H 1.76881 1.67852 -2.71098 0.10
H -0.24330 2.54011 -1.65665 0.10
H -0.39535 1.13144 -0.62881 0.10
H 2.09028 2.91042 -0.52602 0.06
H 0.63825 3.25399 0.38769 0.08
H 2.73948 1.39070 1.14025 0.12
H 1.28339 0.49644 0.81638 0.07
H 1.49804 2.81915 2.75941 0.07
H -0.00623 2.05698 2.27961 0.11
H 0.41430 0.98882 4.27691 0.10
H 2.15241 0.88530 4.06854 0.10
H 0.02497 -0.71175 2.55756 0.10
H 1.74055 -0.84299 2.23863 0.08
H 0.40446 -1.57602 4.89367 0.02
H 2.12168 -1.81494 4.51575 0.02
H 1.70566 -3.91590 1.67202 -0.13
H 0.35831 -5.05450 4.06606 -0.15
C 4.18400 5.38886 1.61968 -1.65
Br 2.30503 5.75151 1.76795 0.59
Br 4.83355 4.42824 3.15066 0.57
Br 4.59630 4.46021 -0.00846 0.59
H 4.69456 6.33974 1.58726 -0.04
```

Output
- frontier orbital gap (eV) = 6.141
- energy (a.u.) = -8681.38045
- net charge = -1